Entry from the Open Molecules 2025 dataset: the molecule C4H9NOS in a non-equilibrium geometry (the ωB97M-V functional and the def2-TZVPD basis).

Computed properties:
Kohn-Sham gap	9.64	eV
HOMO energy	-0.327	Eh
SMILES	CNC(=O)CSC
total charge	0
calculated total energy	-18666.3293	eV
ΔE to the lowest compared entry with this formula, charge and spin	115.51	kJ/mol

Cartesian coordinates (Å):
C 0.80 -0.24 2.21
N 0.59 0.39 0.91
C 1.22 0.02 -0.24
O 2.13 -0.75 -0.18
C 0.59 0.50 -1.56
S -0.99 1.25 -1.39
C -2.02 -0.17 -1.07
H 1.40 0.48 2.88
H -0.10 -0.45 2.77
H 1.41 -1.17 2.10
H -0.32 0.78 0.61
H 1.26 1.26 -1.85
H 0.60 -0.35 -2.19
H -1.45 -0.72 -0.40
H -2.94 -0.12 -0.56
H -2.18 -0.71 -2.03